{"formula": "CuH16O8", "method": "the ωB97M-V functional and the def2-TZVPD basis", "symbols": ["Cu", "O", "H", "H", "O", "H", "H", "O", "H", "H", "O", "H", "H", "O", "H", "H", "O", "H", "H", "O", "H", "H", "O", "H", "H"], "positions_angstrom": [[0.05279, -0.04125, -0.02806], [0.38787, 2.06839, 0.63836], [-0.28074, 2.62565, 1.03667], [0.81920, 2.63247, -0.00351], [-0.52344, -1.33188, -1.73784], [-0.02025, -1.49458, -2.53569], [-1.35939, -1.77364, -1.88707], [0.56112, 0.08584, 2.61879], [0.23018, -0.73894, 2.97440], [0.46024, 0.71341, 3.33448], [-1.60857, 1.33606, -1.14790], [-2.51034, 1.65052, -1.08337], [-1.41020, 1.36647, -2.08383], [1.12391, 0.96112, -2.04867], [2.03648, 0.88016, -2.32597], [0.70560, 1.46772, -2.74481], [0.21719, -2.25064, 0.88806], [0.94633, -2.70707, 1.30787], [-0.52264, -2.85221, 0.97179], [2.16729, -0.37346, -0.01518], [2.76302, -0.84819, -0.59481], [2.70914, -0.12333, 0.73319], [-2.02300, -0.36957, 0.98935], [-1.95855, -0.58092, 1.92069], [-2.96323, -0.30216, 0.82306]], "atomic_forces_ev_per_a": [[-0.320, -0.548, 0.194], [0.249, -1.632, -0.052], [-0.963, 0.438, 0.423], [0.658, 0.498, -0.879], [0.467, 0.476, 1.268], [0.663, 0.191, -0.603], [-0.896, -0.163, 0.119], [0.380, -0.308, -1.344], [-0.107, -0.829, 0.354], [-0.138, 0.934, 0.614], [0.850, -0.401, 0.275], [-0.680, 0.270, 0.229], [-0.045, 0.118, -0.563], [-0.636, -0.078, 0.556], [0.552, 0.038, -0.109], [-0.029, 0.309, -0.492], [-0.259, 1.115, -0.289], [0.737, -0.176, 0.178], [-0.633, -0.361, -0.096], [-0.935, 0.298, 0.309], [0.095, -0.491, -0.635], [0.212, 0.319, 0.711], [1.478, -0.230, -0.228], [-0.049, -0.070, 0.530], [-0.647, 0.281, -0.471]], "charge": 3, "spin_multiplicity": 3, "orbital_gap_ev": [12.69, 4.98], "energy_ev": -61244.047}

---

{"formula": "C8H36NO20PS", "method": "the ωB97M-V functional and the def2-TZVPD basis", "symbols": ["O", "C", "N", "C", "O", "C", "C", "C", "C", "C", "P", "O", "O", "O", "C", "S", "H", "H", "H", "H", "H", "H", "O", "H", "H", "O", "H", "H", "O", "H", "H", "O", "H", "H", "O", "H", "H", "O", "H", "H", "O", "H", "H", "O", "H", "H", "O", "H", "H", "O", "H", "H", "O", "H", "H", "O", "H", "H", "O", "H", "H", "O", "H", "H", "O", "H", "H"], "positions_angstrom": [[4.50519, -1.61035, -1.10421], [3.74147, -0.71370, -1.32436], [4.10519, 0.61266, -1.60492], [2.94276, 1.40550, -1.73885], [2.97333, 2.58347, -1.94120], [1.77107, 0.49510, -1.61182], [2.26596, -0.78396, -1.37377], [1.45791, -1.88215, -1.21684], [0.10012, -1.66535, -1.27472], [-0.43074, -0.39371, -1.49393], [-2.23488, -0.40709, -1.49974], [-2.74468, -1.30794, -0.45776], [-2.63533, -0.90982, -2.96770], [-2.87860, 1.03397, -1.28452], [0.40381, 0.73038, -1.69166], [-0.20129, 2.36565, -2.07613], [4.80539, 1.01989, -0.99763], [1.88548, -2.85147, -1.03427], [-0.57804, -2.48897, -1.13436], [-3.60034, -0.98898, -2.97306], [-2.97004, 1.53191, -2.11530], [-0.21479, 2.88850, -0.84274], [-4.26632, 1.12675, 1.77414], [-4.15012, 1.01291, 0.82195], [-3.39934, 1.41684, 2.07502], [-4.82231, -0.48746, 4.11599], [-4.03306, -0.19213, 4.57801], [-4.71912, -0.14525, 3.21240], [-4.87473, -3.51338, 4.62314], [-4.95879, -2.55099, 4.66016], [-5.69085, -3.80570, 4.20866], [0.54861, -3.44755, 1.22154], [0.10098, -2.94354, 1.90750], [1.13672, -4.03531, 1.71508], [0.72120, 5.04833, -0.37279], [1.19840, 5.84198, -0.09687], [1.41460, 4.45090, -0.67781], [1.53449, 6.60284, 2.04341], [1.81921, 6.68435, 2.96132], [0.98635, 5.81003, 2.04460], [1.13056, -3.26039, -3.82087], [1.75910, -3.93756, -3.55269], [0.49664, -3.74311, -4.35938], [4.60506, -2.10428, 1.90783], [5.46930, -1.89004, 2.27083], [4.66401, -1.85540, 0.97673], [-0.07682, -5.73224, -2.88699], [-0.60253, -6.46182, -3.24021], [-0.50916, -5.50684, -2.05761], [0.74480, 4.51844, 4.11576], [0.10849, 4.52657, 4.83780], [0.99161, 3.59326, 4.01820], [-3.95447, 3.40137, -2.60272], [-3.87039, 4.18809, -3.15042], [-4.90339, 3.27222, -2.50409], [2.72413, 4.38342, -4.26308], [2.49759, 3.72981, -4.93029], [2.53276, 3.94513, -3.42289], [-2.71634, -7.15245, -3.50466], [-3.13164, -6.67279, -2.78034], [-3.42676, -7.28565, -4.13949], [3.20192, 7.00728, 4.85355], [3.49102, 6.10693, 5.03217], [3.98401, 7.54812, 4.99976], [1.54358, -5.19712, 3.38607], [1.79179, -5.13582, 4.31328], [0.98426, -5.97917, 3.33614]], "atomic_forces_ev_per_a": [[0.483, -0.269, 0.367], [-0.124, 0.021, -0.206], [-0.525, 0.084, 0.738], [-0.093, -0.297, -0.180], [0.067, 0.678, 0.249], [-0.243, -0.328, -0.041], [-0.218, 0.244, -0.186], [0.556, 0.162, 0.033], [-0.344, 0.132, -0.009], [0.021, 0.538, -0.524], [-0.391, -0.773, 1.088], [0.093, 0.057, 0.112], [0.083, 0.716, -0.085], [0.031, -0.276, -0.643], [0.079, -0.182, 0.254], [-0.085, -0.018, -0.410], [0.486, -0.007, -0.551], [-0.070, -0.171, 0.045], [-0.085, -0.120, 0.088], [-0.001, -0.243, -0.228], [0.103, 0.570, 0.270], [-0.003, -0.125, 0.090], [0.065, 0.074, -0.033], [0.020, -0.178, 0.011], [0.000, 0.053, -0.038], [0.011, -0.091, 0.069], [-0.011, 0.003, 0.023], [-0.046, 0.004, -0.006], [-0.047, -0.040, 0.121], [0.058, 0.130, -0.215], [0.010, -0.009, -0.006], [0.065, -0.089, -0.079], [-0.063, -0.017, -0.028], [-0.028, 0.072, 0.120], [0.157, -0.087, 0.047], [-0.064, 0.030, 0.061], [0.025, 0.057, -0.104], [-0.047, -0.086, -0.113], [0.131, 0.089, 0.032], [-0.036, 0.008, 0.111], [0.198, 0.252, -0.197], [-0.081, -0.091, 0.042], [-0.091, -0.099, 0.143], [0.013, 0.176, 0.027], [0.001, -0.041, 0.009], [0.002, -0.210, -0.072], [-0.033, -0.193, -0.056], [-0.078, 0.056, -0.008], [0.073, 0.073, 0.016], [0.039, -0.110, 0.035], [-0.008, 0.073, -0.016], [0.003, 0.009, -0.025], [-0.086, -0.169, -0.051], [0.118, -0.018, -0.004], [0.001, 0.031, 0.052], [-0.080, 0.008, 0.041], [-0.006, 0.007, -0.008], [0.080, 0.008, -0.091], [-0.050, 0.030, 0.085], [0.010, -0.006, 0.008], [0.068, -0.038, -0.065], [-0.008, -0.057, 0.006], [-0.073, -0.024, -0.021], [-0.031, 0.049, -0.058], [-0.052, -0.144, 0.026], [0.069, 0.091, -0.029], [-0.019, 0.020, -0.032]], "orbital_gap_ev": 8.77, "e_above_lowest_kj_mol": 0.0, "energy_ev": -71448.378}

---

{"formula": "C4H11ClNOP", "method": "the ωB97M-V functional and the def2-TZVPD basis", "symbols": ["C", "N", "C", "P", "O", "Cl", "H", "H", "H", "H", "H", "H", "H", "C", "C", "H", "H", "H", "H"], "positions_angstrom": [[-2.00981, -2.35080, 1.08454], [-1.80713, -1.52770, -0.07948], [-2.90564, -1.73323, -1.01942], [-1.02072, 0.01583, 0.00015], [-0.36248, -0.02573, -1.48747], [-2.45157, 1.58340, -0.18743], [-1.14806, -2.32958, 1.78770], [-3.05059, -2.21975, 1.58088], [-1.99758, -3.40089, 0.73657], [-3.67233, -1.09607, -0.52809], [-2.57472, -1.38122, -1.94997], [-3.30438, -2.70890, -0.91470], [-0.09819, 0.65579, -1.88297], [0.03198, 3.51697, -0.30210], [0.28758, 2.87487, 0.83843], [0.41797, 3.18275, -1.22828], [-0.78959, 4.09955, -0.56336], [-0.35127, 3.20090, 1.64665], [0.98372, 1.98187, 0.85603]], "atomic_forces_ev_per_a": [[-0.357, -0.806, 1.040], [0.856, 1.104, -0.272], [-0.412, 1.947, 2.664], [0.274, -1.616, 0.913], [-3.934, -9.133, 4.777], [-0.505, -0.784, -0.388], [-0.832, 0.540, -0.183], [1.700, 0.136, -0.447], [-0.120, 0.335, 0.051], [-0.399, -0.084, -1.230], [-0.209, 0.114, -1.561], [0.107, -1.204, -0.623], [3.282, 9.106, -4.815], [0.822, -1.958, 0.124], [0.172, 0.133, -1.066], [1.242, -0.422, -0.808], [-1.292, 1.617, 0.738], [0.404, -0.556, 0.666], [-0.799, 1.531, 0.420]], "orbital_gap_ev": 9.99, "e_above_lowest_kj_mol": 254.7, "energy_ev": -29673.889}

---

{"formula": "C33H53F10N4O7S", "method": "the ωB97M-V functional and the def2-TZVPD basis", "symbols": ["C", "C", "C", "C", "C", "C", "C", "O", "C", "O", "C", "C", "C", "C", "C", "C", "C", "C", "N", "S", "O", "O", "C", "F", "F", "C", "F", "F", "C", "F", "F", "C", "F", "F", "F", "C", "C", "C", "C", "F", "H", "H", "H", "H", "H", "H", "H", "H", "H", "H", "H", "H", "H", "H", "H", "H", "H", "H", "H", "H", "H", "H", "H", "H", "H", "H", "H", "H", "H", "H", "H", "H", "C", "C", "O", "N", "C", "H", "H", "H", "H", "H", "H", "H", "C", "C", "O", "N", "C", "H", "H", "H", "H", "H", "H", "H", "C", "C", "O", "N", "C", "H", "H", "H", "H", "H", "H", "H"], "positions_angstrom": [[-1.55651, -3.03470, 2.77170], [-2.15199, -4.21009, 1.81295], [-2.40148, -3.55810, 0.34431], [-2.16267, -4.64235, -0.82413], [-1.68739, -3.98498, -2.22839], [-2.89454, -3.16602, -2.91614], [-2.79945, -1.64290, -2.41482], [-3.88519, -1.32393, -1.49141], [-3.70359, 0.03526, -1.12217], [-4.36025, 0.90235, -1.76472], [-2.78159, 0.56462, 0.06662], [-1.30065, 1.10427, -0.12302], [-0.58675, 1.11259, -1.57394], [-0.32223, 2.57811, -2.16492], [1.00694, 3.32071, -1.63552], [2.19847, 2.35634, -1.15827], [0.64254, 4.46787, -0.52953], [-0.60490, 1.60220, 1.17209], [-1.21053, 1.61654, 2.48846], [-0.34474, 2.24912, 3.84712], [-1.37205, 2.98777, 4.69090], [0.61721, 3.28292, 3.34700], [0.39643, 0.95364, 4.96545], [-0.51147, -0.15030, 5.14929], [0.48826, 1.56054, 6.26439], [1.80247, 0.33897, 4.48105], [1.57263, -1.06363, 4.23229], [2.30004, 0.86823, 3.26474], [2.96737, 0.37159, 5.61257], [2.59212, -0.31279, 6.80619], [4.05264, -0.40422, 5.06344], [3.56807, 1.83489, 5.89288], [2.92943, 2.88324, 5.19507], [3.40534, 2.11021, 7.29037], [4.95950, 1.92934, 5.64352], [-2.56228, 1.11552, 2.68145], [-3.44695, 0.55846, 1.50731], [-4.93600, 0.04826, 1.80119], [-5.51410, 0.50548, 3.24103], [-5.05847, -1.38799, 1.62997], [-2.05481, -3.14189, 3.81138], [-1.72770, -1.98153, 2.33807], [-0.41630, -3.20712, 2.83210], [-3.14873, -4.57772, 2.25667], [-1.41104, -5.09125, 1.77767], [-3.52243, -3.26732, 0.31949], [-1.77824, -2.59637, 0.19141], [-3.13924, -5.24818, -1.00617], [-1.30899, -5.32459, -0.48643], [-0.71786, -3.37702, -2.14097], [-1.43565, -4.88050, -2.91631], [-2.69658, -3.15824, -4.05008], [-3.91858, -3.63634, -2.71450], [-2.85826, -0.94243, -3.33230], [-1.76255, -1.46589, -1.92910], [0.31507, 0.41375, -1.56054], [-1.35869, 0.61255, -2.28074], [-1.23372, 3.28117, -2.02526], [-0.21189, 2.46759, -3.31062], [1.42271, 3.91980, -2.53399], [2.26061, 2.19619, -0.01971], [2.23967, 1.35191, -1.73190], [3.18772, 2.89204, -1.44151], [1.54933, 5.17985, -0.40581], [-0.27315, 5.07225, -0.87974], [0.43592, 4.03745, 0.50993], [0.46317, 1.98685, 1.07841], [-2.96774, 1.17587, 3.76106], [-5.62826, 0.54978, 1.02244], [-5.17768, -0.23745, 4.05627], [-6.65280, 0.62060, 3.25482], [-5.08856, 1.53048, 3.56505], [7.06182, 4.42272, 4.11734], [7.94150, 4.32261, 2.90036], [7.59768, 4.76582, 1.81243], [9.15311, 3.71674, 3.03461], [9.73809, 3.13388, 4.22292], [6.13314, 4.92908, 3.85161], [6.81723, 3.42440, 4.48669], [7.56158, 5.00393, 4.89544], [9.68423, 3.68860, 2.17517], [10.68064, 3.64635, 4.42745], [9.94227, 2.07979, 4.02253], [9.08450, 3.21823, 5.08886], [-3.74629, -7.34628, -3.61188], [-4.90670, -6.96646, -2.73206], [-4.78040, -6.80252, -1.52428], [-6.12538, -6.80485, -3.31475], [-6.47920, -6.95120, -4.71049], [-2.84602, -7.43765, -3.00283], [-3.93744, -8.30847, -4.09182], [-3.57686, -6.57348, -4.36535], [-6.85208, -6.55063, -2.65969], [-6.89026, -6.00194, -5.06098], [-7.24786, -7.72280, -4.78978], [-5.62518, -7.22575, -5.32640], [2.03690, 4.60060, -6.36043], [2.07856, 3.32379, -5.56644], [1.41769, 3.17150, -4.54220], [2.87814, 2.31961, -6.01232], [3.72678, 2.30180, -7.18496], [1.35604, 5.30347, -5.87904], [3.03033, 5.05272, -6.39753], [1.67196, 4.40319, -7.37066], [2.85213, 1.49636, -5.42657], [3.40675, 1.47819, -7.82661], [4.75409, 2.12246, -6.86126], [3.68010, 3.23487, -7.74262]], "atomic_forces_ev_per_a": [[0.109, -1.010, 0.130], [0.022, 1.289, -0.127], [-0.987, -1.032, 0.102], [0.467, 0.754, -0.262], [-1.073, -1.547, -0.072], [1.420, 0.552, 0.068], [0.856, -0.610, -1.541], [1.763, 2.561, 1.066], [-2.832, 2.131, -2.939], [2.955, -3.058, 3.172], [1.377, 0.338, 3.068], [-1.755, -0.230, 3.213], [-1.638, -0.060, 0.233], [0.433, 0.266, -0.488], [-0.120, 1.023, 0.113], [0.801, 0.572, -0.577], [0.631, -0.231, -0.303], [-1.563, -1.099, -1.978], [-2.048, -2.343, -3.230], [-1.733, 9.396, 2.014], [2.367, -4.063, -2.331], [-1.444, -4.486, 0.478], [-0.770, -2.556, 3.023], [1.946, 3.122, -0.892], [0.093, -1.268, -3.888], [0.956, -2.578, -0.807], [0.467, 3.478, 0.507], [-1.414, -0.824, 2.849], [1.820, -2.211, -0.064], [0.527, 2.144, -3.211], [-2.735, 1.886, 1.104], [1.444, 2.605, 2.399], [1.316, -2.914, 1.384], [0.271, -0.698, -3.629], [-3.811, -0.492, 0.325], [-1.034, -0.832, -2.426], [4.129, 1.279, 0.189], [-0.956, 0.760, 0.101], [0.816, -0.047, 0.448], [0.596, 2.592, 0.335], [1.122, 0.456, -1.591], [0.033, -1.603, 0.675], [-1.789, 0.486, 0.201], [1.583, 0.463, -0.837], [-1.193, 1.402, -0.008], [1.922, -0.130, -0.027], [-0.742, -1.580, 0.274], [1.879, 0.875, 0.379], [-1.297, 0.697, -0.449], [-1.515, -0.668, -0.023], [-0.346, 1.408, 1.000], [-0.508, 0.062, 1.675], [1.495, 0.755, -0.153], [-0.140, -0.907, 1.475], [-1.746, -0.369, -0.539], [-1.081, 1.206, 0.137], [1.264, 0.838, 1.280], [1.365, -1.380, 0.019], [-0.092, -0.019, 1.949], [-0.886, -1.211, 1.478], [-0.266, 0.048, -1.635], [-0.221, 1.612, 1.055], [-1.586, -0.910, 0.618], [-1.570, -1.137, -0.228], [1.470, -0.906, 0.571], [0.154, 0.586, -1.358], [-1.655, -0.529, 0.412], [0.888, -0.080, -2.044], [1.291, -1.023, 0.930], [-0.649, 1.000, -1.355], [1.740, -0.473, -0.261], [-0.711, -1.535, -0.798], [-0.159, 0.049, 0.091], [0.124, 0.137, -0.680], [-0.059, -0.090, 0.263], [-0.451, 0.168, 0.059], [0.313, -0.028, -0.411], [0.197, -0.054, -0.099], [0.090, 0.100, 0.159], [-0.060, -0.170, 0.085], [-0.057, 0.011, 0.131], [-0.018, -0.148, 0.263], [0.052, -0.017, 0.295], [0.019, 0.037, -0.159], [0.188, -0.025, 0.008], [-0.333, 0.095, 0.472], [0.088, 0.035, -0.202], [0.532, -0.028, 0.158], [-0.408, 0.111, 0.263], [-0.213, 0.032, 0.028], [0.053, 0.130, -0.139], [-0.024, -0.165, -0.114], [0.077, -0.059, -0.098], [0.023, -0.127, -0.263], [0.063, 0.025, -0.288], [-0.054, 0.030, 0.154], [-0.099, 0.147, 0.050], [0.051, -0.367, 0.136], [0.129, 0.016, -0.373], [-0.411, 0.506, 0.229], [0.075, -0.432, 0.193], [0.084, -0.197, 0.010], [-0.064, -0.024, -0.178], [0.169, 0.089, -0.009], [0.041, 0.095, -0.107], [0.169, 0.136, -0.181], [0.050, 0.079, -0.267], [-0.056, -0.089, 0.140]], "charge": 1, "orbital_gap_ev": 5.42, "energy_ev": -93366.262}

---

Question: Which formula does entry 2 have?
Answer: C8H36NO20PS